2 unconnected molecules or ions with the total composition C4H8N2S, computed with ωB97M-V/def2-TZVPD.

```
! RIJCOSX wB97M-V def2-TZVPD def2/J DEFGRID3
* xyz 0 1
C 0.846 -3.151 0.241
C 0.052 -0.615 -0.406
C -0.875 2.043 0.242
C -0.323 3.301 0.213
H 1.069 -2.353 -1.017
H 1.834 -3.708 0.868
H -0.152 -3.916 -0.110
H 1.301 -2.192 1.892
H -0.308 -1.330 -1.237
H -1.451 1.347 0.951
H 0.310 3.598 -0.722
H -0.783 4.042 0.926
N 0.415 -2.141 1.218
N 0.332 -0.808 0.780
S -0.328 0.980 -1.080
*
```



A single C4H8N2S molecule, computed with ωB97M-V/def2-TZVPD.

```
! RIJCOSX wB97M-V def2-TZVPD def2/J DEFGRID3
* xyz 0 1
C -1.101 1.521 -0.899
C -1.312 -0.740 -0.461
C -1.369 -0.956 1.070
C 2.413 0.065 -0.053
N -1.526 0.337 -1.126
N 1.037 0.403 -0.126
S 0.517 1.858 -0.547
H -1.827 2.411 -1.004
H -1.301 -1.720 -0.800
H -0.440 -1.380 1.516
H -2.201 -1.534 1.310
H -1.384 -0.015 1.561
H 3.078 0.469 0.743
H 2.536 -0.998 -0.092
H 2.880 0.280 -1.092
*
```



A gas-phase ion, C4H8N3 (charge +1), computed with ωB97M-V/def2-TZVPD.

```
! RIJCOSX wB97M-V def2-TZVPD def2/J DEFGRID3
* xyz 1 1
C 0.736 0.719 0.824
C 1.135 1.811 0.176
C -0.080 -0.263 0.069
C 0.577 -1.506 -0.612
N 0.679 1.923 -1.119
N -0.130 1.148 -1.518
N -1.551 -0.409 0.488
H 0.796 0.542 1.842
H 1.694 2.571 0.539
H 0.188 -1.494 -1.712
H 0.153 -2.433 -0.087
H 1.602 -1.254 -0.615
H -1.756 -0.778 1.353
H -2.083 -1.066 -0.077
H -1.960 0.489 0.448
*
```



A molecular structure, C4H8N3, computed with ωB97M-V/def2-TZVPD.

```
! RIJCOSX wB97M-V def2-TZVPD def2/J DEFGRID3
* xyz 1 1
C 1.424 1.043 -0.002
C 1.650 -0.088 -0.900
C -0.988 1.299 0.393
C -0.813 -0.185 -0.032
N 0.200 1.835 -0.340
N 1.291 0.036 0.994
N 0.623 -0.745 0.092
H 1.278 -0.206 -1.897
H 2.651 -0.529 -0.610
H -1.898 1.806 -0.092
H -0.990 1.535 1.442
H -1.467 -0.955 0.433
H -1.029 -0.113 -1.112
H 0.873 0.373 1.841
H 0.629 -1.721 0.120
*
```



A gas-phase ion, C4H8N3 (charge +1), computed with ωB97M-V/def2-TZVPD.

```
! RIJCOSX wB97M-V def2-TZVPD def2/J DEFGRID3
* xyz 1 1
C 0.733 -0.258 -0.282
C -1.192 -1.104 0.184
C -1.535 0.425 0.050
C 2.509 -0.364 -0.008
N 0.155 -1.305 -0.095
N 3.597 0.381 0.081
N -0.171 1.009 -0.081
H -1.363 -1.695 1.133
H -1.803 -1.710 -0.591
H -2.175 0.548 -0.938
H -2.183 0.903 0.928
H 2.428 -1.382 0.169
H 4.326 -0.193 0.444
H -0.104 1.647 -0.880
H 0.152 1.525 0.797
*
```

- SMILES: [H]/N=C/C1=NCC[NH2+]1



A molecular structure, C4H8N3, computed with ωB97M-V/def2-TZVPD.

```
! RIJCOSX wB97M-V def2-TZVPD def2/J DEFGRID3
* xyz 1 1
C 1.032 -1.855 -0.011
C 1.801 -0.767 -0.127
C -0.294 -1.515 0.116
C -1.791 0.443 -0.126
N 1.138 0.384 -0.317
N -0.557 -0.276 0.130
N 1.386 1.565 0.120
H 1.277 -2.980 0.063
H 2.887 -0.676 -0.202
H -1.173 -2.153 0.104
H -1.922 1.264 0.641
H -1.842 0.984 -1.182
H -2.621 -0.315 -0.390
H 1.156 2.422 -0.554
H 1.841 1.690 0.941
*
```



A gas-phase ion, C4H8N3O3S (charge +1), computed with ωB97M-V/def2-TZVPD.

```
! RIJCOSX wB97M-V def2-TZVPD def2/J DEFGRID3
* xyz 1 1
C -2.008 1.675 -0.523
C -2.169 0.438 0.114
C -0.662 1.917 -0.435
C -0.793 -1.493 0.827
N -0.990 -0.135 0.267
N -0.064 0.821 -0.023
N 2.054 -0.689 -1.255
O 2.157 1.796 -0.036
O 1.803 -0.216 1.386
O 1.941 -1.936 -0.715
S 1.675 0.513 0.170
H -2.755 2.270 -0.838
H -3.047 0.045 0.369
H 0.010 2.730 -0.643
H -1.688 -2.009 0.359
H 0.118 -1.804 0.379
H -0.806 -1.369 1.889
H 3.017 -0.591 -1.522
H 2.208 -1.963 0.231
*
```

- SMILES: Cn1ccc[n+]1S(=O)(=O)NO



A gas-phase ion, C4H8N3S (charge +1), computed with ωB97M-V/def2-TZVPD.

```
! RIJCOSX wB97M-V def2-TZVPD def2/J DEFGRID3
* xyz 1 1
C 0.330 -1.721 -0.356
C 0.787 0.673 -0.046
C 1.269 -0.731 0.261
C -1.579 0.041 0.461
N -0.863 -1.854 -0.438
N -0.534 0.895 -0.011
N 1.526 1.628 -0.671
S -3.150 0.367 -0.122
H 0.896 -2.602 -0.716
H 1.374 -0.998 1.313
H 2.306 -1.002 -0.161
H -1.269 -0.399 1.419
H -0.852 1.804 -0.405
H 2.543 1.732 -0.412
H 1.164 2.623 -0.872
H -3.947 -0.456 0.756
*
```



Largest force on an atom per entry: 4.8, 4.4, 4.3, 6.1, 6.3, 5.6, 4.2, 4.7 eV Å⁻¹
Energy relative to the best compared isomer or geometry (same formula, charge and spin) per entry: 6.886, 4.519, 5.754, 8.301, 5.193, 5.231, 3.907, 3.713 eV